Here is a molecular structure, C20H20B3NO40S4 in a non-equilibrium geometry from OMol25. Energies are from ωB97M-V/def2-TZVPD.

Geometry as XYZ:
```
88
Properties=species:S:1:pos:R:3:mulliken_charge:R:1
N -0.29201 -0.69040 -0.21828 1.5678
H -0.37044 -0.66666 0.79716 0.1952
H -0.94945 -0.04276 -0.65928 0.0692
H -0.48867 -1.63533 -0.58813 0.0975
H 0.66332 -0.41990 -0.46106 -0.3001
O -3.46429 3.09010 -2.15838 -0.6419
C -2.38484 3.60110 -2.06469 0.5730
O -2.03593 4.77696 -2.55832 -0.5830
B -0.62280 5.03921 -2.19112 1.0305
O -0.17784 3.85653 -1.41550 -0.3145
C -1.16795 3.00246 -1.32905 0.3574
O -1.21836 1.93940 -0.77088 -0.4614
O 0.14904 5.28946 -3.42426 -0.5032
C 0.70190 6.48588 -3.34223 0.5738
O 1.45945 6.99381 -4.12121 -0.6295
C 0.28990 7.13391 -1.99043 0.6019
O -0.51133 6.26500 -1.39129 -0.5542
O 0.65170 8.19409 -1.57627 -0.6116
O -1.09785 -6.31145 -1.57175 -0.6142
C -0.27948 -5.70164 -0.94708 0.1967
O 0.80839 -6.20132 -0.37896 -0.5646
B 1.44465 -5.18648 0.48934 1.3258
O 0.62509 -3.95368 0.24222 -0.3109
C -0.31242 -4.19864 -0.61941 0.7619
O -1.16570 -3.41899 -0.98570 -0.7377
O 2.84293 -4.92690 0.20486 -0.5746
C 3.54755 -4.89409 1.33893 0.6968
O 4.68089 -4.53472 1.43446 -0.6221
C 2.58255 -5.34560 2.46934 0.5702
O 1.40513 -5.56603 1.91162 -0.5782
O 2.91972 -5.56215 3.59481 -0.6187
O 0.97708 -1.85322 8.03451 -0.6180
C 1.31268 -1.22631 7.07052 0.5009
O 1.99692 -1.66506 6.03052 -0.5681
B 2.10407 -0.62363 5.00599 1.2284
O 1.49615 0.57942 5.64384 -0.4519
C 1.06362 0.27489 6.85650 0.5972
O 0.62749 1.05691 7.65499 -0.6523
O 3.41481 -0.31247 4.47303 -0.5657
C 3.43789 -0.46941 3.15541 0.4291
O 4.28576 -0.05889 2.41949 -0.5845
C 2.08791 -1.10911 2.73790 0.7745
O 1.30881 -1.04102 3.79602 -0.4974
O 1.77478 -1.47647 1.63664 -0.6480
C -5.27772 -0.48494 1.75166 -0.3535
C -3.85017 -0.13432 1.26601 -0.2019
O -3.79146 -0.55657 -0.10305 -0.0842
S -5.25370 -0.93412 -0.64770 1.0158
O -5.18951 -2.04155 -1.53184 -0.5583
O -5.88584 0.28166 -1.04706 -0.5728
O -5.73334 -1.45034 0.81943 -0.3767
H -5.89646 0.41259 1.78768 0.2595
H -5.31461 -0.95795 2.73080 0.3225
H -3.00751 -0.50650 1.83995 0.3300
H -3.78993 0.95636 1.25898 0.1585
C 2.79616 -1.56100 -3.62334 -0.1315
C 2.69157 -2.69164 -2.62517 -0.3016
O 2.52046 -1.97863 -1.38389 -0.2535
S 3.32162 -0.58836 -1.39211 1.0275
O 4.54008 -0.74187 -0.68665 -0.6179
O 2.38196 0.40368 -0.98634 -0.3367
O 3.59137 -0.55338 -2.97587 -0.3669
H 1.84847 -1.05927 -3.83940 0.0027
H 3.20481 -1.87705 -4.58193 0.3551
H 3.59970 -3.27216 -2.44700 0.2058
H 1.83911 -3.34610 -2.78591 0.3053
C -3.84709 0.83137 -4.65476 -0.2268
C -3.46476 -0.50081 -5.37412 -0.2882
O -2.05511 -0.59463 -5.31974 -0.4029
S -1.45330 0.22601 -4.06133 1.0745
O -0.22613 0.82550 -4.46647 -0.6725
O -1.48750 -0.60769 -2.90110 -0.3584
O -2.58572 1.33172 -4.13705 -0.1708
H -4.38599 0.69456 -3.71659 0.0937
H -4.22241 1.66856 -5.23194 0.2990
H -3.75606 -0.42530 -6.42012 0.2868
H -3.97738 -1.34087 -4.90898 0.2712
C 2.57181 3.04385 1.97452 -0.1011
C 2.30160 3.01828 3.49508 -0.0644
O 0.90142 3.00227 3.66821 -0.3083
S 0.15431 2.77203 2.25245 0.8155
O -1.00791 3.58203 2.15516 -0.6475
O 0.03695 1.36585 2.03899 -0.2018
O 1.32255 3.44155 1.39435 -0.2450
H 2.84544 2.04680 1.62410 -0.0795
H 3.31001 3.76663 1.64347 0.3753
H 2.74607 3.88700 3.98498 0.3294
H 2.81329 2.15990 3.92886 0.0533
```

## Properties
* HOMO level: -5.94 eV
* net charge: -2
* LUMO: 3.264 eV
* energy: -5506.636208 a.u.

Here is a molecular structure, C20H20BrDyN3O7 in a non-equilibrium geometry from OMol25. Energies are from ωB97M-V/def2-TZVPD.

Geometry as XYZ:
```
52
Properties=species:S:1:pos:R:3:lowdin_spin:R:1
Dy 0.80857 0.45726 -1.79034 5.0681
O -0.84905 -1.38295 -2.35916 -0.0047
C -0.51510 -2.75294 -2.04019 -0.0003
C 0.81362 -3.16548 -2.64031 -0.0001
N 1.95724 -2.30485 -2.33501 -0.0013
C 2.50238 -2.29917 -0.97068 -0.0010
C 1.92278 -1.04378 -0.35478 -0.0086
O 0.67402 -1.01424 -0.10442 -0.0050
O 2.53656 0.05156 -0.47991 -0.0021
C 2.71475 -1.69824 -3.43987 -0.0012
C 2.14841 -0.29858 -3.56678 -0.0078
O 0.90264 -0.18290 -3.86187 -0.0119
O 2.72039 0.66908 -3.01088 0.0014
H -0.96475 -1.32425 -3.31569 -0.0001
H -1.29592 -3.41212 -2.40996 -0.0001
H -0.49740 -2.81864 -0.96503 0.0000
H 0.72684 -3.20123 -3.72454 0.0000
H 1.00546 -4.19023 -2.30241 0.0000
H 3.58693 -2.24881 -0.97803 0.0000
H 2.17711 -3.17670 -0.41778 -0.0001
H 2.58359 -2.25138 -4.36509 0.0000
H 3.77005 -1.64121 -3.19641 0.0000
C 1.70791 3.65763 -2.33850 -0.0001
O 0.81143 2.75470 -1.62979 -0.0123
C 0.73552 2.86566 -0.24184 -0.0021
C 1.51798 3.71074 0.50623 0.0000
C 1.36208 3.70292 1.88326 0.0004
Br 2.41159 4.87034 2.91406 0.0001
C 0.46330 2.85689 2.50122 0.0002
C -0.31457 1.99937 1.73442 0.0003
C -0.18839 2.02975 0.36480 -0.0021
O -0.99308 1.26732 -0.48214 -0.0095
C -1.31421 1.11247 2.37348 0.0000
N -2.01445 1.41751 3.41358 0.0001
C -2.81592 0.28500 3.63945 0.0000
C -3.75932 0.06049 4.64232 0.0000
C -4.40628 -1.15961 4.65409 0.0000
C -4.12804 -2.14336 3.68442 0.0000
C -3.20499 -1.92651 2.67973 0.0000
C -2.56516 -0.68885 2.68676 0.0000
N -1.62291 -0.11952 1.82591 0.0000
H 1.40618 4.67876 -2.13531 0.0000
H 1.58830 3.43137 -3.38533 0.0000
H 2.73198 3.47433 -2.03579 0.0000
H 2.24304 4.36702 0.04426 0.0000
H 0.33929 2.85143 3.57657 0.0000
H -1.68706 0.83168 0.04084 -0.0001
H -3.96355 0.82386 5.38578 0.0000
H -5.14237 -1.36945 5.42156 0.0000
H -4.65512 -3.08929 3.72542 0.0000
H -2.99896 -2.68184 1.93002 0.0000
H -0.97333 -0.64102 1.24964 0.0000
```

## Properties
* ⟨S²⟩: 9.3334
* 2S+1: 6
* HOMO level (alpha / beta): -11.10 / -11.10 eV
* net charge: +1
* LUMO (alpha / beta): -2.616 / -2.642 eV
* energy: -4924.078210 a.u.